[1]
C46H32Br2Cl5FN5O6V as an isolated structure at a distorted geometry. Source: OMol25; level of theory: ωB97M-V/def2-TZVPD.

Each line ends with the Mulliken charge.
CARTESIAN COORDINATES (ANGSTROEM)
Br  3.1738  2.0281  0.9232  -0.078
Br  -6.6701  0.6578  6.3103  -0.259
V  -1.5819  2.8427  1.1101  0.230
Cl  -2.0436  5.0037  -1.6792  -0.217
Cl  -3.8380  7.2806  3.8025  -0.233
Cl  -4.5480  8.7780  1.1599  -0.230
Cl  -3.5527  7.6352  -1.5542  -0.239
Cl  -2.2547  4.6284  3.6824  -0.244
F  3.4946  -2.7131  0.0055  -0.480
O  0.0357  3.5088  0.9987  0.373
O  1.3287  5.3088  0.7226  -0.687
O  -0.0624  0.8029  0.2547  -0.897
O  -3.7801  1.0412  -1.2362  -0.747
O  -2.9138  2.2495  1.9347  0.338
O  -2.1128  2.3517  -0.5537  -0.120
N  -0.8729  -1.3389  -3.1607  0.126
N  2.5376  -4.6162  -2.0051  0.404
N  -0.8672  1.8423  3.6282  0.431
N  -0.4801  -0.7797  2.9499  -0.179
N  2.6856  -7.0666  -2.3608  -0.459
C  -3.3847  6.6085  2.2803  -0.217
C  -5.9531  1.3262  3.6230  -0.551
C  -3.7093  1.8585  2.8697  0.214
C  -2.3592  4.7494  1.0178  -1.648
C  0.1874  -2.0286  -5.4396  -0.495
C  -4.1203  1.2421  5.1901  -0.766
C  2.9106  1.8371  -1.8813  -0.449
C  -3.2138  1.5856  4.1774  0.444
C  1.4348  1.9671  4.3890  -0.272
C  -3.2638  6.7536  -0.1010  -0.183
C  1.1329  3.9525  -2.1167  -0.212
C  -1.5506  0.3009  -1.5396  0.177
C  1.5277  3.5397  -0.8508  0.455
C  -1.0174  -2.9165  -5.2504  -0.614
C  -2.6095  5.5203  -0.1347  1.483
C  0.4877  -0.9734  -1.1840  0.306
C  -5.4574  1.1330  4.9158  -0.210
C  -0.9496  -1.5696  -4.5818  -0.106
C  -2.7203  5.3900  2.2097  1.229
C  2.9098  -6.4069  -3.6478  -0.754
C  3.7047  -6.6818  -1.3877  -0.580
C  -0.3390  0.1135  -0.7429  0.261
C  2.8830  0.0389  4.2646  -1.099
C  -0.3101  -2.0278  2.6072  -0.465
C  -1.7456  -0.3829  -2.6749  -0.607
C  1.8401  -0.7076  3.6733  1.199
C  1.6467  -1.3228  -0.4191  0.162
C  0.1708  -1.7528  -2.3286  -0.309
C  -1.8025  1.4524  4.4104  -0.155
C  3.5403  -5.1718  -1.0660  -0.767
C  2.4423  2.4957  -0.7556  0.383
C  1.5918  3.3005  -3.2512  -0.953
C  0.3874  1.2745  3.8332  -0.883
C  3.0348  -4.8892  -3.3895  -0.305
C  2.6745  1.3445  4.6111  -0.750
C  2.4596  2.2271  -3.1322  -0.534
C  -5.0848  1.6739  2.6182  -0.806
C  0.8679  -2.9258  -2.5597  -1.061
C  -2.5905  1.2753  -1.0738  -0.088
C  0.5729  -0.1019  3.4639  0.748
C  0.9530  4.2005  0.3973  -0.458
C  1.9768  -2.0593  3.2896  -0.842
C  2.0365  -3.2542  -1.7980  -0.573
C  -3.6856  7.2879  1.1090  0.507
C  2.3770  -2.4207  -0.7255  0.273
C  0.9083  -2.7201  2.7564  -0.386
H  3.8116  -6.7720  -4.1549  0.348
H  1.9176  -0.6827  0.4100  0.249
H  -1.5344  0.9011  5.3215  0.275
H  -5.4311  1.8333  1.6044  0.523
H  -1.1762  -2.5312  2.1862  0.371
H  2.4438  -4.3132  -4.0935  0.044
H  0.4618  4.7949  -2.2063  0.736
H  2.0525  -6.6178  -4.2877  0.444
H  2.8083  1.7015  -4.0136  0.397
H  1.7358  -5.2591  -1.9064  0.500
H  0.9780  -3.7568  2.4518  0.404
H  3.1977  -5.0097  -0.0490  0.299
H  4.4750  -4.6319  -1.1877  0.492
H  0.5364  -3.6268  -3.3120  0.748
H  4.0636  -4.5399  -3.4525  0.430
H  -3.7428  1.0563  6.1884  0.475
H  2.9375  -2.5476  3.4116  0.350
H  -1.5774  -0.8156  -5.0342  0.543
H  -1.7039  -3.0215  -6.0803  0.299
H  1.2682  3.6306  -4.2308  0.382
H  3.6130  1.0224  -1.7721  0.399
H  1.1163  -2.2880  -4.9554  0.108
H  -0.9345  -3.8141  -4.6538  0.180
H  2.6445  -8.0696  -2.4706  0.298
H  1.2905  3.0038  4.6649  0.489
H  3.8367  -0.4443  4.4435  0.371
H  4.7190  -6.8817  -1.7583  0.270
H  -7.0075  1.1985  3.4214  0.431
H  3.4747  1.9131  5.0689  0.357
H  3.5587  -7.2716  -0.4848  0.405
H  0.3216  -1.5462  -6.3986  0.296
H  -2.6249  -0.1949  -3.2773  0.508

Properties
* energy: -10990.248038 Ha
* Kohn-Sham gap (spin up / spin down): 4.02 / 6.52 eV
* net charge: -1
* energy relative to the best compared isomer or geometry (same formula, charge and spin): 56.35 kcal/mol
* multiplicity: 4
* F_max: 0.12497 Eh/bohr

=====

[2]
C46H37ClHfN5P2S2 as an isolated structure at a distorted geometry. Source: OMol25; level of theory: ωB97M-V/def2-TZVPD.

Each line ends with the Mulliken charge.
CARTESIAN COORDINATES (ANGSTROEM)
Hf  0.2245  -0.3579  0.9854  -0.029
Cl  -1.2116  -2.9446  1.4304  -0.068
S  2.0504  -0.6376  -0.7574  -0.690
S  0.1430  1.9444  -0.2604  -0.429
P  1.7071  1.2832  -1.3965  1.323
P  -1.7017  -0.9383  -0.8603  1.160
N  1.2699  -1.7399  2.4739  1.164
N  1.1828  1.1622  2.6815  0.519
N  5.4572  1.6094  4.7526  -0.414
N  -0.3180  -1.5299  4.2499  0.559
N  -1.3096  -0.1689  2.5819  1.664
C  1.6714  0.3945  -5.3462  -0.847
C  0.6878  2.5834  -5.0809  -0.804
C  -3.1835  0.6955  4.4387  -0.901
C  -3.0890  -1.9431  -0.2230  0.404
C  -3.8105  -3.7101  1.2852  -0.602
C  -3.2394  1.1571  3.1195  -0.954
C  -3.6820  2.6964  -2.8433  -1.006
C  4.3746  1.7831  4.4112  -0.330
C  2.4228  -2.3286  2.0431  -0.538
C  0.7964  -2.1209  3.6765  0.329
C  2.3859  3.2192  4.1469  -0.302
C  -2.2017  -0.1958  4.7975  -1.075
C  -5.0769  -3.6595  0.7194  -0.708
C  0.8209  2.4876  -3.7061  -0.403
C  -2.6100  2.0716  -3.4635  -1.015
C  -2.2994  0.7000  2.2407  -0.762
C  0.2041  -3.9945  -2.8134  -0.856
C  -5.3436  -2.7886  -0.3270  -0.877
C  -2.8440  -2.8565  0.7955  1.033
C  -1.2663  -0.6198  3.8440  0.376
C  -4.3577  -1.9342  -0.7969  -0.755
C  3.7877  2.1851  0.1673  0.087
C  -0.4210  -4.0041  -4.0517  -0.755
C  3.0884  -3.3044  2.7320  -0.928
C  0.5496  2.3291  2.9106  -0.191
C  5.6448  3.4656  -0.6382  -0.677
C  -1.7545  -2.1142  -3.3994  -0.567
C  1.4243  -3.1171  4.4300  -1.015
C  -1.1055  -2.0750  -2.1652  1.398
C  -4.1623  2.2174  -1.6327  -1.088
C  4.9947  2.8137  0.4058  -0.677
C  3.0434  2.0105  3.9352  0.408
C  -2.0113  0.9668  -2.8779  -0.999
C  1.1131  1.5410  -5.8966  -0.610
C  -2.5063  0.4682  -1.6750  1.255
C  1.3905  1.3372  -3.1611  0.771
C  5.0834  3.4967  -1.9043  -0.840
C  -1.4008  -3.0666  -4.3423  -0.874
C  3.2278  2.2070  -1.1072  0.756
C  1.8158  0.2865  -3.9718  -0.360
C  -3.5800  1.1051  -1.0467  -0.969
C  3.8727  2.8646  -2.1510  -0.678
C  1.1084  3.3647  3.6309  -1.115
C  2.5658  -3.7213  3.9564  -0.761
C  2.4041  1.0184  3.2047  -0.461
C  -0.1348  -3.0353  -1.8732  -0.527
H  2.8215  -1.9710  1.1078  0.442
H  -6.3234  -2.7830  -0.7852  0.487
H  3.9952  -3.7289  2.3264  0.563
H  -4.1517  3.5545  -3.3058  0.465
H  -4.0016  1.8533  2.8006  0.614
H  -1.1687  0.4895  -3.3605  0.808
H  0.2561  3.4735  -5.5192  0.559
H  -5.8536  -4.3104  1.0974  0.457
H  0.9531  -4.7395  -2.5785  0.487
H  -3.9043  1.0359  5.1701  0.501
H  -4.5733  -1.2639  -1.6180  0.503
H  -2.2414  2.4370  -4.4130  0.554
H  2.2539  -0.6027  -3.5355  0.545
H  3.4352  2.8802  -3.1402  0.377
H  -2.5409  -1.4073  -3.6277  0.431
H  3.2745  1.6582  0.9542  0.002
H  5.5913  4.0106  -2.7092  0.452
H  -2.1443  -0.5702  5.8115  0.599
H  -3.5802  -4.4179  2.0706  0.541
H  2.0018  -0.4112  -5.9876  0.500
H  -5.0019  2.7028  -1.1525  0.489
H  1.0098  -3.4113  5.3856  0.579
H  0.5546  4.2817  3.7748  0.512
H  0.4904  3.2962  -3.0637  0.478
H  -0.4408  2.4417  2.4971  0.414
H  3.0534  -4.4968  4.5320  0.472
H  0.3445  -3.0536  -0.9058  0.381
H  -0.1570  -4.7579  -4.7813  0.469
H  2.8629  4.0163  4.7020  0.581
H  -3.9888  0.7113  -0.1232  0.697
H  -1.9001  -3.0773  -5.3018  0.514
H  1.0100  1.6262  -6.9704  0.442
H  6.5996  3.9404  -0.4557  0.428
H  2.9064  0.0733  3.0397  0.475
H  -0.4762  -1.8608  5.1893  0.270
H  5.4391  2.7916  1.3927  0.510
H  -2.2967  1.0320  1.2052  0.649

Properties
* energy: -4035.542804 Ha
* Kohn-Sham gap: 7.21 eV
* net charge: +3
* energy relative to the best compared isomer or geometry (same formula, charge and spin): 19.82 kcal/mol
* F_max: 0.02353 Eh/bohr

=====

[3]
C46H38BrN6O6SW as an isolated structure at a distorted geometry. Source: OMol25; level of theory: ωB97M-V/def2-TZVPD.

Each line ends with the Mulliken charge.
CARTESIAN COORDINATES (ANGSTROEM)
W  -0.1388  -0.4973  0.2893  0.547
Br  -1.4376  2.8059  -6.7075  -0.168
S  -0.4563  2.7736  1.0653  1.378
O  -0.2890  -1.8958  -1.1644  0.412
O  0.9598  0.7515  -1.0680  -0.705
O  1.0325  0.0895  1.7915  0.163
O  -0.8889  3.4906  2.2380  -0.776
O  -1.1075  0.5594  -1.6685  -0.642
O  0.9611  2.6778  0.8737  -0.594
N  -1.1469  1.2943  1.0005  0.371
N  -2.2265  -0.9269  0.2891  0.776
N  2.8885  -0.9396  0.9762  -1.514
N  1.8913  3.1763  -4.3178  -0.711
N  -0.0656  -4.9574  -0.5429  -0.585
N  1.9520  -1.3661  0.0204  1.155
C  -1.2253  -1.4818  2.8339  -0.370
C  0.3883  -2.0782  -2.2651  0.083
C  2.3070  -0.1435  1.8005  0.313
C  -0.5834  1.8861  -4.1399  -0.152
C  -1.8863  -3.5180  3.8267  -1.155
C  0.3502  1.7931  -3.1320  -0.454
C  -3.3840  2.2182  1.7357  -0.335
C  3.3860  -5.4320  0.6409  -0.604
C  2.1537  -4.2300  2.2966  -0.051
C  -5.3008  0.7699  1.4802  -0.996
C  2.5063  -1.6970  -1.1028  1.314
C  -0.6406  5.6149  -1.7398  -0.954
C  -2.7443  -2.1451  -0.0448  -0.219
C  -2.1106  6.1492  -3.7150  -1.491
C  -1.7475  5.3035  -2.5242  1.161
C  3.1034  0.5871  2.8232  0.351
C  -2.4912  4.1762  -2.1946  -0.926
C  5.2291  1.2373  3.7413  -0.736
C  4.4927  0.5352  2.8002  -0.462
C  -1.0413  3.6967  -0.3472  0.209
C  1.0744  -4.8214  0.2484  1.185
C  1.7385  -2.0389  -2.2792  -1.399
C  3.3339  -4.8415  1.8951  -0.882
C  -4.7514  1.9745  1.8576  -0.866
C  -2.1476  3.3675  -1.1189  0.062
C  -2.0240  -2.1282  3.7482  -0.684
C  -3.1009  0.0130  0.8020  0.076
C  3.1920  2.0537  4.7253  -1.048
C  3.9980  -1.6934  -1.2484  -1.682
C  -4.9781  -1.5259  0.5893  -1.294
C  -2.5576  1.2346  1.1967  -0.132
C  -0.2871  4.8250  -0.6600  -0.897
C  -4.4849  -0.2481  0.9587  1.261
C  -0.2388  2.6310  -5.2549  -0.331
C  1.5627  2.4482  -3.2438  -0.131
C  -0.4498  -2.4309  -3.4549  -1.753
C  -0.3884  -2.0790  1.8937  1.947
C  0.0288  0.9889  -1.8955  0.863
C  0.9979  3.2543  -5.2987  -0.204
C  1.0192  -4.1767  1.4916  0.377
C  4.5782  1.9976  4.7060  -0.397
C  2.4525  1.3505  3.7827  -0.132
C  -0.1744  -3.4489  2.0654  -0.625
C  -4.0747  -2.4554  0.0964  -1.362
C  -0.9239  -4.1383  3.0414  -0.749
C  2.2628  -5.4254  -0.1687  -0.656
H  4.3620  -0.6706  -1.1286  0.307
H  -2.4849  -4.1020  4.5157  0.343
H  -6.0272  -1.7586  0.7157  0.400
H  -0.0434  6.4876  -1.9808  0.351
H  4.2843  -2.0755  -2.2267  0.519
H  0.5843  5.0681  -0.0657  0.496
H  -0.7363  -5.2008  3.1597  0.474
H  -2.7306  2.4855  -0.9020  0.295
H  -0.8264  -3.4534  -3.3562  0.235
H  -2.7000  -1.5740  4.3869  0.510
H  2.2809  2.3853  -2.4356  0.801
H  -1.6779  5.7419  -4.6314  0.222
H  -3.3569  3.9147  -2.7944  0.398
H  -1.7433  7.1699  -3.6044  0.393
H  4.4683  -2.2844  -0.4640  0.289
H  2.2870  -5.9093  -1.1403  0.329
H  5.1541  2.5517  5.4375  0.378
H  2.2745  -2.2428  -3.1949  0.338
H  -5.3832  2.7518  2.2704  0.400
H  -1.2570  -0.3964  2.8520  0.186
H  4.9805  -0.0612  2.0405  0.456
H  1.3723  1.4039  3.7722  0.477
H  -1.5385  1.3843  -4.0482  0.649
H  1.2749  3.8379  -6.1708  0.388
H  -2.9794  3.1581  2.0691  0.626
H  2.1063  -3.7348  3.2605  0.418
H  -1.3165  -1.7693  -3.4819  0.249
H  -2.0622  -2.8694  -0.4352  0.199
H  4.2961  -5.9069  0.2935  0.371
H  -0.7164  -4.1999  -0.4173  0.112
H  -6.3622  0.5822  1.5969  0.396
H  0.1519  -5.0710  -1.5216  0.366
H  -3.1913  6.1887  -3.8573  0.367
H  6.3112  1.1964  3.7187  0.398
H  0.1164  -2.3528  -4.3825  0.417
H  -4.3958  -3.4493  -0.1900  0.478
H  4.1968  -4.8438  2.5484  0.383
H  2.6810  2.6534  5.4680  0.410

Properties
* energy: -5595.167069 Ha
* Kohn-Sham gap (spin up / spin down): 4.84 / 7.24 eV
* net charge: -1
* multiplicity: 3
* F_max: 0.05028 Eh/bohr

=====

[4]
C46H38CaCl3N9S4 as an isolated structure. Source: OMol25; level of theory: ωB97M-V/def2-TZVPD.

Each line ends with the Mulliken charge.
CARTESIAN COORDINATES (ANGSTROEM)
Ca  -0.8268  1.6085  1.8619  0.799
Cl  1.5427  0.4012  6.7221  -0.041
Cl  2.6013  3.0840  6.4052  -0.109
Cl  4.2019  0.7867  5.6240  -0.108
S  -0.7988  -0.2450  3.8968  -0.214
S  -3.5327  1.2662  2.6470  -0.391
S  1.8996  -0.2056  0.8841  0.061
S  1.2505  1.1851  -2.0222  -0.105
N  -2.7285  -5.8319  2.3163  -0.601
N  0.7558  3.5322  0.7663  1.194
N  -1.2527  3.7567  2.9600  0.313
N  -5.9102  -3.9544  0.5262  -0.612
N  -1.6921  0.2665  -0.0465  2.682
N  1.5761  1.5884  3.3259  0.292
N  0.9692  -1.3627  -2.6786  0.682
N  -1.9816  3.1190  0.1470  1.080
N  2.7719  -2.1188  -0.7220  0.252
C  1.5284  -3.8466  1.4735  0.145
C  -4.2504  -1.2541  1.9666  -0.673
C  -1.9887  5.9777  2.5655  -1.206
C  -1.8859  4.6451  2.1904  0.916
C  0.2664  4.1300  -0.3192  0.064
C  -2.1417  -1.1056  3.1566  -0.151
C  3.2953  -5.2584  0.6594  -0.470
C  2.7667  4.8075  0.5214  -0.865
C  2.0803  -0.9886  -0.5573  -0.158
C  -1.9940  -1.7657  -1.2629  -1.145
C  -2.8643  -4.6899  2.3607  -0.205
C  3.5078  -2.7645  0.3694  -1.588
C  1.4023  -0.4421  -1.8150  -0.098
C  0.9162  -1.1629  -5.1261  0.334
C  -3.0269  -3.2696  2.4352  0.968
C  -5.1255  -3.3719  1.1331  -0.259
C  -3.2886  -0.4615  2.6059  0.430
C  -2.6378  4.1451  0.9713  -1.354
C  -1.4523  -1.0356  -0.2206  -1.628
C  -2.9782  2.2788  -0.5386  -1.555
C  2.7448  -0.4785  -6.5379  -0.782
C  2.5564  1.4356  5.7372  0.754
C  0.5646  -2.1215  -6.0678  -0.128
C  2.3863  -1.4393  -7.4770  -0.396
C  -3.0272  0.2519  -2.0152  -1.291
C  2.5832  -6.3835  1.0614  -0.545
C  -4.1323  -2.6330  1.8549  0.503
C  2.0146  -0.3388  -5.3687  -0.197
C  -2.7803  -1.0993  -2.1907  -0.921
C  2.0066  1.5213  4.3848  -0.685
C  -0.7244  4.1490  4.1151  -0.508
C  -2.5032  0.8931  -0.8990  0.403
C  -1.4202  6.3907  3.7604  -0.438
C  2.2507  5.4332  -0.6017  -0.635
C  0.8153  -4.9674  1.8651  -0.342
C  1.3146  -2.7692  -2.5182  -0.619
C  1.9824  3.8701  1.1696  -0.476
C  -1.0706  3.6782  -0.8451  -1.054
C  0.9797  5.0927  -1.0247  -0.972
C  -0.7793  5.4596  4.5594  -0.960
C  1.2947  -2.2598  -7.2422  -0.693
C  2.7721  -3.9870  0.8564  0.404
C  0.1443  -1.0310  -3.8383  -1.538
C  2.7162  -2.8541  -1.9791  -0.945
C  1.3405  -6.2386  1.6558  -0.620
C  -2.0609  -2.4993  3.0714  -1.013
H  2.2850  0.4112  -4.6334  0.407
H  2.8284  6.1745  -1.1385  0.429
H  4.4909  -3.0400  -0.0195  0.453
H  2.9992  -7.3701  0.9022  0.376
H  -5.1149  -0.7682  1.5345  0.488
H  -0.8171  -1.5045  0.5234  0.966
H  -0.1542  -4.8627  2.3329  0.166
H  -3.5621  3.7055  1.3514  0.666
H  4.2659  -5.3727  0.1882  0.385
H  -0.2535  3.3736  4.7082  0.552
H  -3.2125  -1.6286  -3.0305  0.542
H  -2.9063  5.0202  0.3630  0.196
H  3.7553  5.0349  0.8947  0.489
H  -0.8717  2.8983  -1.5870  0.335
H  0.7731  -7.1079  1.9617  0.448
H  -0.2909  -2.7627  -5.8839  0.393
H  1.0101  -3.0095  -7.9691  0.389
H  -0.2299  -0.0204  -3.6902  0.605
H  0.5378  5.5563  -1.8974  0.493
H  3.6371  -2.0306  1.1605  0.546
H  0.6109  -3.2698  -1.8444  0.166
H  -0.7052  -1.7189  -3.8379  0.356
H  -1.8096  -2.8299  -1.3294  0.607
H  1.2593  -3.2392  -3.4996  0.543
H  -3.3615  2.7774  -1.4391  0.332
H  -3.8053  2.1162  0.1573  0.448
H  -1.5474  4.5113  -1.3821  0.306
H  3.4317  -2.4481  -2.7011  0.316
H  2.9744  -3.8913  -1.7712  0.517
H  1.1305  -2.8534  1.6588  0.446
H  2.3503  3.3597  2.0484  0.276
H  -0.3356  5.7340  5.5061  0.433
H  -3.6592  0.7982  -2.7032  0.537
H  -1.4864  7.4271  4.0656  0.421
H  -1.2040  -2.9890  3.5166  0.741
H  2.9586  -1.5450  -8.3894  0.385
H  -2.5093  6.6798  1.9273  0.452
H  3.5948  0.1659  -6.7226  0.409

Properties
* energy: -5919.604498 Ha
* Kohn-Sham gap: 5.68 eV
* net charge: 0
* F_max: 0.00968 Eh/bohr

=====

Question: Among the records above, which one has the highest energy?
Answer: C46H37ClHfN5P2S2